The following is a quantum chemistry calculation of C19H22BaN4O as an isolated structure, from OMol25.

The lowest unoccupied orbital energy is -0.203 Ha. The value obtained for the HOMO energy is -14.715 eV. Its total charge is +2. The value obtained for the energy relative to the best compared isomer or geometry (same formula, charge and spin) is 11.1 kcal per mole.

Atoms and positions in Å:
Ba1 0.2351 0.3567 -1.6885
C1 0.1561 -0.6324 1.4500
C2 -1.3130 -0.9975 1.1143
C3 -1.4491 -2.1879 0.2016
C4 -1.9962 -3.3907 0.6236
C5 -2.1165 -4.4322 -0.2814
C6 -1.6899 -4.2457 -1.5862
C7 -1.1533 -3.0219 -1.9304
N1 -1.0297 -2.0080 -1.0619
N2 0.3910 0.7957 1.3019
C8 -0.5448 1.7186 1.9104
C9 -1.3813 2.5208 0.9244
C10 -2.1804 3.5554 1.3947
C11 -2.9906 4.2454 0.5118
C12 -2.9800 3.8857 -0.8303
C13 -2.1485 2.8578 -1.2156
N3 -1.3571 2.1801 -0.3683
C14 1.7220 1.3572 1.0659
C15 2.7649 0.3384 0.6751
C16 3.7157 -0.0839 1.5900
C17 4.6796 -0.9974 1.1878
C18 4.6568 -1.4612 -0.1166
C19 3.6637 -1.0054 -0.9623
N4 2.7277 -0.1264 -0.5847
H1 0.8128 -1.1576 0.7535
H2 0.3905 -1.0508 2.4373
H3 -1.7908 -0.1476 0.6182
H4 -1.8844 -1.1731 2.0246
H5 -2.3272 -3.5010 1.6471
H6 -2.5416 -5.3771 0.0299
H7 -1.7690 -5.0265 -2.3289
H8 -0.8105 -2.8476 -2.9451
H9 -0.0110 2.4111 2.5687
H10 -1.2260 1.1670 2.5625
H11 -2.1659 3.8086 2.4468
H12 -3.6223 5.0508 0.8613
H13 -3.5966 4.3916 -1.5590
H14 -2.1125 2.5579 -2.2607
H15 2.0905 1.9006 1.9424
H16 1.6439 2.1128 0.2662
H17 3.7070 0.3127 2.5960
H18 5.4362 -1.3328 1.8842
H19 5.3920 -2.1635 -0.4826
H20 3.6199 -1.3595 -1.9860
O1 0.1392 0.6780 -4.4112
H21 -0.5842 0.4835 -5.0116
H22 0.8280 1.0413 -4.9787

Forces on atoms 1 to 2 (eV/Å):
Ba -0.105 0.147 0.314
C -0.168 -0.291 0.174